# 1
Formula: C3H3ClN2S
Source: the OMol25 dataset
Level of theory: the ωB97M-V functional and the def2-TZVPD basis

electronic energy: -29495.0036 eV
HOMO level: -10.019 eV
energy relative to the best compared isomer or geometry (same formula, charge and spin): 223.49 kJ/mol
charge: 0
lowest unoccupied orbital energy: -0.3 eV
strongest force on any atom: 4.11 eV Å⁻¹
Kohn-Sham gap: 9.7127 eV

```
10
Properties=species:S:1:pos:R:3:forces:R:3
Cl 1.2477 -1.7028 0.3070 -0.7 -0.2 -0.1
S -2.6336 -0.5112 -1.0289 2.6 -1.9 2.4
N -2.8828 0.5550 1.1904 -0.4 0.3 -0.7
N -3.3216 0.5195 -0.0165 -0.2 0.7 1.1
C -1.4541 -1.1986 0.5093 -2.3 2.0 -2.8
C -0.4739 -2.2612 0.2355 -0.3 -2.9 -1.9
C -1.8593 -0.3251 1.4642 0.1 -1.4 -0.6
H -0.6952 -2.8026 -0.8241 0.7 1.9 2.1
H -1.5472 -0.3422 2.4891 0.3 0.1 0.3
H -0.5770 -3.2078 0.8409 0.2 1.4 0.2
```
Forces are in eV/Å.

=====

# 2
Formula: C28H28BCrFNO10
Source: the OMol25 dataset
Level of theory: the ωB97M-V functional and the def2-TZVPD basis

electronic energy: -83278.1480 eV
multiplicity: 5
HOMO level (spin up / spin down): -2.151 / -5.174 eV
charge: -1
lowest unoccupied orbital energy (spin up / spin down): 2.2 / 2.2 eV
strongest force on any atom: 0.09 eV Å⁻¹
Kohn-Sham gap (spin up / spin down): 4.3716 / 7.3910 eV

```
70
Properties=species:S:1:pos:R:3:forces:R:3
Cr 0.5219 -0.2275 -0.2163 0.0 0.0 -0.1
F -0.4720 4.3968 -4.9011 0.0 0.0 0.0
O 0.5387 -1.0759 -2.1766 0.0 0.0 0.0
O 0.5738 -2.1338 0.4098 0.0 0.0 0.0
O 0.9525 0.5094 1.4832 0.0 -0.1 0.0
O 1.3043 2.1018 2.9824 0.0 0.0 0.0
O 0.8177 1.4303 -1.1176 0.0 0.1 0.0
O 1.8474 -3.8105 1.1956 0.0 0.0 0.0
O 1.7523 -1.9514 -3.8220 0.0 0.0 0.0
O 2.7359 -0.8688 -0.5492 0.0 0.0 0.0
O -2.5181 -0.3731 -1.1160 0.0 0.0 0.0
O -2.2787 0.7483 0.8617 0.0 0.0 0.0
N -0.2615 5.0413 0.5909 0.0 0.0 0.0
C 1.6070 -1.4570 -2.5936 0.0 0.0 0.0
C 2.9181 -1.8027 0.5385 0.0 0.0 0.0
C -1.5780 7.0769 0.4420 0.0 0.0 0.0
C -6.0608 0.5242 -0.6372 0.0 0.0 0.0
C -4.9693 -0.0535 -1.2942 0.0 0.0 0.0
C -0.7760 5.9327 -1.6189 0.0 0.0 0.0
C -3.7373 0.0808 -0.7049 0.0 0.0 0.0
C -6.8995 3.3604 1.4111 0.0 0.0 0.0
C -0.0047 3.4948 -2.7815 0.0 0.0 0.0
C -5.9302 1.2129 0.5659 0.0 0.0 0.0
C 1.6788 -2.6889 0.7412 0.0 0.0 0.0
C -7.1237 1.8474 1.2833 0.0 0.0 0.0
C -0.3356 4.9000 -0.8101 0.0 0.0 0.0
C -8.4394 1.6240 0.5380 0.0 0.0 0.0
C -4.6576 1.3339 1.1452 0.0 0.0 0.0
C -0.6704 6.3602 2.6639 0.0 0.0 0.0
C 0.1939 4.0020 1.3576 0.0 0.0 0.0
C -3.5911 0.7637 0.4957 0.0 0.0 0.0
C 0.4692 2.5760 -0.5552 0.0 0.0 0.0
C 0.9667 1.7530 1.8598 0.0 0.0 0.1
C -0.4277 4.5531 -3.5474 0.0 0.0 0.0
C -0.4308 6.3788 1.1621 0.0 0.0 0.0
C -1.2504 7.2359 -1.0315 0.0 0.0 0.0
C -0.8189 5.7617 -3.0204 0.0 0.0 0.0
C 0.0474 3.6437 -1.3742 0.0 0.0 0.0
C 0.5357 2.7902 0.8575 0.0 0.0 -0.1
C 2.9073 -1.4160 -1.8274 0.0 0.0 0.0
C -7.2626 1.2377 2.6853 0.0 0.0 0.0
B -1.5829 0.0424 -0.1400 0.0 0.0 0.0
H -8.4155 2.0646 -0.4605 0.0 0.0 0.0
H -8.1080 1.6867 3.2137 0.0 0.0 0.0
H 0.2764 2.5531 -3.2274 0.0 0.0 0.0
H 3.0549 -1.1841 1.4242 0.0 0.0 0.0
H -7.7425 3.8275 1.9275 0.0 0.0 0.0
H 3.3154 -2.4301 -1.7936 0.0 0.0 0.0
H 0.4881 6.9515 0.9619 0.0 0.0 0.0
H -0.4838 8.0097 -1.1557 0.0 0.0 0.0
H -7.0348 0.4247 -1.0951 0.0 0.0 0.0
H -2.1286 7.5830 -1.5821 0.0 0.0 0.0
H -6.3659 1.4016 3.2833 0.0 0.0 0.0
H -1.7570 8.0477 0.9092 0.0 0.0 0.0
H 0.2650 4.1579 2.4202 0.0 0.0 0.0
H -7.4279 0.1606 2.6210 0.0 0.0 0.0
H -9.2550 2.0940 1.0920 0.0 0.0 0.0
H -1.1657 6.5556 -3.6684 0.0 0.0 0.0
H -0.9033 7.3753 2.9882 0.0 0.0 0.0
H -1.5157 5.7166 2.9148 0.0 0.0 0.0
H 3.8053 -2.4107 0.3616 0.0 0.0 0.0
H 0.8811 -1.9218 -4.2475 0.0 0.0 0.0
H -4.4978 1.8594 2.0779 0.0 0.0 0.0
H -2.4822 6.4737 0.5690 0.0 0.0 0.0
H -6.8006 3.8184 0.4251 0.0 0.0 0.0
H -8.6704 0.5615 0.4402 0.0 0.0 0.0
H 0.1978 6.0253 3.2286 0.0 0.0 0.0
H -5.0901 -0.5828 -2.2299 0.0 0.0 0.0
H 3.5980 -0.7929 -2.4022 0.0 0.0 0.0
H -5.9931 3.5840 1.9744 0.0 0.0 0.0
```
Forces are in eV/Å.

=====

# 3
Formula: C29H28NO5P2V
Source: the OMol25 dataset
Level of theory: the ωB97M-V functional and the def2-TZVPD basis

electronic energy: -86493.8664 eV
multiplicity: 2
HOMO level (spin up / spin down): -17.351 / -17.350 eV
energy relative to the best compared isomer or geometry (same formula, charge and spin): 90.55 kJ/mol
charge: +3
lowest unoccupied orbital energy (spin up / spin down): -11.1 / -10.7 eV
strongest force on any atom: 2.34 eV Å⁻¹
Kohn-Sham gap (spin up / spin down): 6.2580 / 6.7002 eV

```
66
Properties=species:S:1:pos:R:3:forces:R:3
V 1.4520 -0.4306 -0.3810 -2.3 -0.4 0.1
P -0.3387 1.0165 -1.0239 -0.3 0.1 -0.1
P -0.2630 -0.4886 1.2508 -0.5 0.1 0.0
O 3.6067 0.3126 -1.5374 -0.1 0.0 0.1
O 2.5235 0.5949 0.4029 1.9 0.8 0.7
O 1.2805 -1.8485 -1.5306 0.6 -1.5 -1.3
O 3.2818 -2.0695 0.1781 0.1 0.4 -0.3
O 2.1769 -3.3143 -2.9623 -0.2 -0.2 -0.3
N -1.2722 0.3885 0.2358 -0.2 0.2 0.2
C -2.4871 -0.9403 -3.8270 0.0 0.0 0.0
C -1.5608 -4.8012 1.7345 0.0 0.0 0.0
C -1.2192 4.9034 -1.3765 0.0 0.0 0.0
C -2.4302 -3.9013 1.1298 0.0 0.0 0.0
C -1.9295 -0.5703 -2.6152 0.0 0.0 0.0
C 0.0838 -3.0732 2.0124 -0.1 -0.1 0.0
C 0.5804 2.1965 4.1090 0.0 0.0 0.0
C 3.5939 0.0968 -0.3583 1.1 0.4 -0.1
C -0.7986 -2.1658 1.4076 0.1 -0.2 0.0
C -1.2883 3.5222 -1.3888 0.0 0.0 0.0
C -2.0502 -2.5800 0.9523 0.0 0.0 0.0
C -2.1735 -0.2280 -4.9809 0.0 0.0 0.0
C -0.5755 -0.3465 3.9582 0.0 0.0 0.1
C 0.0928 1.5631 5.2515 0.0 0.1 0.0
C -0.0846 0.2898 2.8138 0.1 0.0 0.1
C 0.4944 1.5644 2.8851 0.0 0.0 0.0
C -0.7502 1.2469 -3.7258 -0.1 0.0 0.0
C -0.3048 -4.3922 2.1759 0.0 0.0 0.0
C 1.0490 4.8003 -0.5485 0.0 0.0 0.0
C -0.0546 5.5391 -0.9586 0.0 0.0 0.0
C -0.4874 0.3047 5.1779 0.0 0.0 0.0
C -2.5656 0.9776 0.6660 0.0 -0.1 0.0
C 3.3904 -2.8788 -0.9943 0.1 0.0 0.2
C 0.9910 3.4168 -0.5464 -0.1 0.0 0.0
C 4.3115 -1.0314 0.3339 -0.2 -0.2 0.2
C 2.2010 -2.6572 -1.8853 -0.2 0.5 0.5
C -1.0787 0.5396 -2.5619 0.0 -0.1 -0.1
C -1.3043 0.8563 -4.9337 0.0 0.0 0.0
C -0.1800 2.7753 -0.9628 0.1 0.1 -0.1
H 1.0250 3.1800 4.1820 0.0 0.0 0.0
H -2.7320 -1.8783 0.4869 0.0 0.0 0.0
H -1.0687 1.4035 -5.8368 0.0 0.0 0.0
H -3.4097 -4.2285 0.8067 0.0 0.0 0.0
H -2.1918 3.0326 -1.7348 0.0 0.0 0.0
H 4.3018 -2.6905 -1.5653 0.0 0.0 0.0
H 1.0501 -2.7452 2.3818 0.0 0.0 0.0
H 1.8607 2.8516 -0.2417 0.0 0.0 0.0
H 3.3905 -3.9334 -0.7088 0.0 -0.1 0.1
H 4.4432 -0.8655 1.3968 0.0 0.0 0.1
H 0.3568 -5.0987 2.6597 0.0 0.0 0.0
H -1.8654 -5.8315 1.8663 0.0 0.0 0.0
H 5.2474 -1.2979 -0.1468 0.0 0.0 -0.1
H -3.1734 -1.7753 -3.8761 0.0 0.0 0.0
H -2.4304 2.0223 0.9427 0.0 0.0 0.0
H -0.8734 -0.1701 6.0700 0.0 0.0 0.0
H -2.1715 -1.1208 -1.7145 0.0 0.0 0.0
H 1.3848 -3.1663 -3.5231 0.1 0.0 0.1
H 1.9554 5.3045 -0.2414 0.0 0.0 0.0
H 0.8630 2.0649 1.9945 0.0 0.0 0.0
H -3.2937 0.8994 -0.1400 0.0 0.0 0.0
H -2.6145 -0.5197 -5.9253 0.0 0.0 0.0
H -0.0064 6.6201 -0.9573 0.0 0.0 0.0
H 0.1659 2.0613 6.2096 0.0 0.0 0.0
H -1.0261 -1.3286 3.8996 0.0 0.0 0.0
H -0.0910 2.1053 -3.6861 0.0 0.0 0.0
H -2.9393 0.4306 1.5292 0.0 0.0 0.0
H -2.0700 5.4863 -1.7039 0.0 0.0 0.0
```
Forces are in eV/Å.

=====

# 4
Formula: C24H28ClIrN4O2P
Source: the OMol25 dataset
Level of theory: the ωB97M-V functional and the def2-TZVPD basis

electronic energy: -60020.4872 eV
multiplicity: 5
HOMO level (spin up / spin down): -17.288 / -17.189 eV
energy relative to the best compared isomer or geometry (same formula, charge and spin): 8.92 kJ/mol
charge: +3
lowest unoccupied orbital energy (spin up / spin down): -8.3 / -13.0 eV
strongest force on any atom: 4.91 eV Å⁻¹
Kohn-Sham gap (spin up / spin down): 8.9575 / 4.1701 eV

```
61
Properties=species:S:1:pos:R:3:forces:R:3
Ir -0.6635 -0.1808 -0.0778 1.2 0.6 -1.3
Cl -0.8097 2.3088 0.7333 0.6 0.2 -0.7
P -1.4361 -0.4154 2.1605 -0.2 0.1 1.0
O 3.0207 0.9511 -1.8738 0.7 0.0 0.8
O 1.4450 0.2558 -0.4668 -1.6 -0.7 4.0
N 2.6952 3.7392 -2.6279 0.2 0.1 -0.2
N 3.5514 3.6462 -0.4728 0.0 0.1 0.0
N 4.9539 3.9060 -2.2720 0.3 0.0 0.0
N -0.4550 0.0457 -2.3744 -1.0 -0.4 0.9
C -4.1216 2.2710 3.7490 0.0 0.1 0.0
C -2.3597 1.0963 2.5849 0.3 -0.1 -0.4
C -2.3110 -1.7764 2.9620 0.2 0.0 -0.6
C 3.7283 3.7544 -1.7875 -0.2 0.0 -0.2
C -3.8155 -3.7031 4.2591 0.1 0.0 0.0
C -2.6153 -3.2667 4.8091 0.1 -0.1 0.1
C -3.7666 3.4554 3.1211 0.0 -0.2 0.0
C 0.6027 2.8044 -3.4980 0.3 -0.3 0.3
C -4.2850 -3.1512 3.0710 0.1 -0.1 -0.1
C -1.8367 -2.3298 4.1548 -0.1 0.2 0.0
C -2.7238 3.4732 2.2048 0.2 0.0 -0.2
C 0.9073 0.2799 -2.8328 2.4 0.5 1.2
C 1.7656 0.5768 4.5234 -1.2 0.7 0.2
C 1.3038 3.4843 -2.3152 -0.4 0.2 0.0
C 1.9335 0.5371 -1.5785 -1.3 0.1 -4.7
C -2.0509 2.2978 1.9343 -0.8 -0.1 0.8
C -3.4229 1.1037 3.4901 0.1 -0.1 0.0
C 2.7489 -0.2816 4.0359 0.5 -0.6 -0.5
C 0.5049 0.5946 3.9540 0.4 0.4 0.3
C 1.1157 1.4027 -3.8457 -0.4 -0.2 -0.4
C 0.2114 -0.3011 2.9253 -1.1 0.3 0.0
C 1.2039 -1.1680 2.4327 1.0 -0.6 -0.2
C -3.5268 -2.2018 2.4143 0.0 0.1 -0.1
C 2.4670 -1.1578 2.9936 -0.1 -0.2 -0.2
H 5.1294 3.9750 -3.2617 0.0 -0.1 0.0
H -4.3730 -4.4927 4.7432 -0.1 0.1 0.1
H -0.2528 1.2668 4.3310 0.0 0.0 0.0
H 0.6404 1.0950 -4.7828 0.1 0.1 0.0
H -3.8737 -1.7885 1.4766 -0.1 0.0 -0.1
H 2.8882 3.9478 -3.5972 0.1 0.0 0.1
H 3.7370 -0.2598 4.4710 0.1 0.0 0.0
H -0.9043 -1.9970 4.5851 0.1 0.0 0.1
H 1.9786 1.2264 5.3590 0.0 0.0 0.1
H 0.7418 3.4230 -4.3882 -0.2 0.1 0.0
H 2.6351 3.6095 -0.0647 0.1 0.0 -0.1
H 3.2349 -1.8203 2.6227 0.0 0.0 0.0
H 2.1921 1.4517 -4.0238 -0.1 -0.2 0.0
H 1.3293 -0.6487 -3.2312 -0.3 0.1 -0.2
H 0.9718 -1.8516 1.6207 0.1 0.0 0.1
H -0.4688 2.7933 -3.2944 -0.1 0.1 0.0
H -2.2844 -3.6526 5.7627 0.0 -0.1 0.0
H -3.7048 0.1946 3.9975 0.0 -0.1 0.0
H -2.4532 4.3906 1.7069 0.0 0.1 -0.1
H 5.7648 3.9260 -1.6724 -0.1 0.0 0.0
H 0.7905 4.4306 -2.1049 0.1 -0.1 0.1
H -4.3057 4.3658 3.3320 0.0 0.1 0.0
H 1.2398 2.8554 -1.4225 0.1 0.1 -0.1
H -5.2225 -3.4815 2.6519 -0.1 0.0 -0.1
H 4.3481 3.6162 0.1416 -0.1 0.0 0.0
H -4.9458 2.2622 4.4444 -0.1 0.0 0.1
H -1.0756 0.7900 -2.6938 0.0 -0.2 0.0
H -0.8168 -0.8331 -2.7513 0.0 0.3 -0.1
```
Forces are in eV/Å.

=====

# 5
Formula: C5H10N2
Source: the OMol25 dataset
Level of theory: the ωB97M-V functional and the def2-TZVPD basis

electronic energy: -8322.6063 eV
HOMO level: -8.234 eV
energy relative to the best compared isomer or geometry (same formula, charge and spin): 456.07 kJ/mol
charge: 0
lowest unoccupied orbital energy: 0.5 eV
strongest force on any atom: 4.41 eV Å⁻¹
Kohn-Sham gap: 8.7085 eV

```
17
Properties=species:S:1:pos:R:3:forces:R:3
N 1.9113 -0.6774 -0.4024 -3.3 -1.7 1.9
N -1.4389 0.4200 1.0706 -3.0 1.9 2.2
C -0.6065 -0.2884 -1.0123 0.3 -3.1 -3.1
C 0.7521 0.2596 -0.7224 3.5 0.7 1.0
C -1.4065 -0.7561 0.1499 0.7 1.2 1.0
C 2.0711 -1.0224 0.8749 0.2 0.2 -2.8
C 0.9613 1.5764 -0.7294 -2.0 0.9 1.1
H 2.1840 -0.3271 1.7762 -1.2 -0.8 -1.1
H -2.4483 -0.9516 -0.1227 0.5 -0.9 -0.1
H -0.5434 -1.1769 -1.8596 0.4 1.8 2.3
H -2.4393 0.6634 1.5474 3.1 -1.5 -1.5
H 2.1723 -2.1586 0.9954 1.0 1.7 0.3
H 0.0690 2.1503 -0.2987 1.2 -0.1 -2.0
H -1.2144 1.3733 0.6841 -0.1 -1.9 0.0
H -0.7623 -1.6066 0.5584 -1.6 0.8 0.2
H 1.8788 2.1125 -0.8845 0.5 -0.2 0.7
H -1.1403 0.4097 -1.6248 -0.3 0.9 0.1
```
Forces are in eV/Å.

=====

# 6
Formula: C9H12S
Source: the OMol25 dataset
Level of theory: the ωB97M-V functional and the def2-TZVPD basis

electronic energy: -20360.1560 eV
HOMO level: -7.633 eV
energy relative to the best compared isomer or geometry (same formula, charge and spin): 47.25 kJ/mol
charge: 0
lowest unoccupied orbital energy: 0.7 eV
strongest force on any atom: 4.67 eV Å⁻¹
Kohn-Sham gap: 8.2879 eV

```
22
Properties=species:S:1:pos:R:3:forces:R:3
S -1.7096 0.8528 -0.4032 0.3 0.2 -0.9
C 0.5105 -0.2206 -2.5603 3.6 -2.9 0.7
C 1.8132 1.0075 0.6760 0.2 -0.2 1.7
C 0.8594 0.1085 -1.1466 0.9 0.8 -1.6
C -0.8719 -1.4309 0.1739 2.0 1.7 3.5
C 2.0113 0.6773 -0.6882 -2.2 -0.9 -0.6
C -2.2440 -0.7577 0.1851 -1.0 -1.3 -0.7
C -0.1351 -0.0170 -0.0576 0.8 -0.5 -0.2
C -0.0456 0.8633 2.3679 -3.3 1.4 -1.5
C 0.6018 0.6061 1.0785 1.5 0.3 1.3
H -2.7227 -0.4550 1.0918 -0.4 -1.1 0.9
H -0.8747 0.1491 2.3497 -0.3 0.3 0.7
H -0.5134 1.9016 2.2613 0.1 -1.2 0.1
H -0.4233 -1.9367 1.1558 -1.4 1.1 -1.8
H -0.4314 -0.1014 -2.9292 -3.0 0.3 -0.2
H 0.8296 -1.3128 -2.7161 -0.8 1.1 0.0
H 1.1252 0.2826 -3.2634 0.9 0.8 -0.5
H -0.7439 -2.1656 -0.5769 0.1 -0.3 -1.1
H 2.5897 1.4601 1.2916 -0.4 0.0 0.0
H 2.9134 0.9406 -1.1405 1.0 0.1 -1.3
H -2.8634 -1.3675 -0.4932 -0.5 0.8 0.4
H 0.3246 0.9157 3.3435 1.7 -0.5 1.1
```
Forces are in eV/Å.

=====

Question: strongest force on any atom of number 5 (C5H10N2)?
Answer: 4.41 eV Å⁻¹

=====

Repeat the first record exactly.
Formula: C3H3ClN2S
Source: the OMol25 dataset
Level of theory: the ωB97M-V functional and the def2-TZVPD basis

electronic energy: -29495.0036 eV
HOMO level: -10.019 eV
energy relative to the best compared isomer or geometry (same formula, charge and spin): 223.49 kJ/mol
charge: 0
lowest unoccupied orbital energy: -0.3 eV
strongest force on any atom: 4.11 eV Å⁻¹
Kohn-Sham gap: 9.7127 eV

```
10
Properties=species:S:1:pos:R:3:forces:R:3
Cl 1.2477 -1.7028 0.3070 -0.7 -0.2 -0.1
S -2.6336 -0.5112 -1.0289 2.6 -1.9 2.4
N -2.8828 0.5550 1.1904 -0.4 0.3 -0.7
N -3.3216 0.5195 -0.0165 -0.2 0.7 1.1
C -1.4541 -1.1986 0.5093 -2.3 2.0 -2.8
C -0.4739 -2.2612 0.2355 -0.3 -2.9 -1.9
C -1.8593 -0.3251 1.4642 0.1 -1.4 -0.6
H -0.6952 -2.8026 -0.8241 0.7 1.9 2.1
H -1.5472 -0.3422 2.4891 0.3 0.1 0.3
H -0.5770 -3.2078 0.8409 0.2 1.4 0.2
```
Forces are in eV/Å.

=====

Repeat the sixth record exactly.
Formula: C9H12S
Source: the OMol25 dataset
Level of theory: the ωB97M-V functional and the def2-TZVPD basis

electronic energy: -20360.1560 eV
HOMO level: -7.633 eV
energy relative to the best compared isomer or geometry (same formula, charge and spin): 47.25 kJ/mol
charge: 0
lowest unoccupied orbital energy: 0.7 eV
strongest force on any atom: 4.67 eV Å⁻¹
Kohn-Sham gap: 8.2879 eV

```
22
Properties=species:S:1:pos:R:3:forces:R:3
S -1.7096 0.8528 -0.4032 0.3 0.2 -0.9
C 0.5105 -0.2206 -2.5603 3.6 -2.9 0.7
C 1.8132 1.0075 0.6760 0.2 -0.2 1.7
C 0.8594 0.1085 -1.1466 0.9 0.8 -1.6
C -0.8719 -1.4309 0.1739 2.0 1.7 3.5
C 2.0113 0.6773 -0.6882 -2.2 -0.9 -0.6
C -2.2440 -0.7577 0.1851 -1.0 -1.3 -0.7
C -0.1351 -0.0170 -0.0576 0.8 -0.5 -0.2
C -0.0456 0.8633 2.3679 -3.3 1.4 -1.5
C 0.6018 0.6061 1.0785 1.5 0.3 1.3
H -2.7227 -0.4550 1.0918 -0.4 -1.1 0.9
H -0.8747 0.1491 2.3497 -0.3 0.3 0.7
H -0.5134 1.9016 2.2613 0.1 -1.2 0.1
H -0.4233 -1.9367 1.1558 -1.4 1.1 -1.8
H -0.4314 -0.1014 -2.9292 -3.0 0.3 -0.2
H 0.8296 -1.3128 -2.7161 -0.8 1.1 0.0
H 1.1252 0.2826 -3.2634 0.9 0.8 -0.5
H -0.7439 -2.1656 -0.5769 0.1 -0.3 -1.1
H 2.5897 1.4601 1.2916 -0.4 0.0 0.0
H 2.9134 0.9406 -1.1405 1.0 0.1 -1.3
H -2.8634 -1.3675 -0.4932 -0.5 0.8 0.4
H 0.3246 0.9157 3.3435 1.7 -0.5 1.1
```
Forces are in eV/Å.